The following is a DFT calculation (ωB97M-V/def2-TZVPD) of a cluster of 11 separate species, C46H57Cl4F5O4 in total at a distorted geometry.

* HOMO: -8.99 eV
* SMILES string: Fc1ccccc1.Fc1ccccc1.Fc1ccccc1.Fc1ccccc1.Fc1ccccc1.CC(C)=O.CC(C)=O.CC(C)=O.CC(C)=O.ClCCCl.ClCCCl
* HOMO-LUMO gap: 0.350 Eh
* spin multiplicity: 1
* LUMO energy: 0.5 eV

Each line ends with the Löwdin charge.
Atoms and positions in Å:
F 1.654 -4.478 -4.602  0.09
C 2.897 -4.192 -4.245  -0.30
C 3.953 -4.807 -4.895  -0.01
C 5.260 -4.474 -4.550  -0.09
C 5.495 -3.508 -3.597  -0.10
C 4.408 -2.882 -2.943  -0.10
C 3.133 -3.290 -3.237  -0.03
H 3.717 -5.571 -5.650  0.12
H 6.121 -4.953 -5.033  0.11
H 6.503 -3.183 -3.344  0.10
H 4.597 -2.183 -2.121  0.09
H 2.280 -2.816 -2.763  0.10
F 0.391 -2.600 4.892  0.05
C 0.556 -3.305 3.757  -0.27
C 1.506 -4.340 3.752  -0.03
C 1.559 -5.177 2.684  -0.13
C 0.665 -5.034 1.613  -0.07
C -0.299 -3.991 1.680  -0.06
C -0.348 -3.110 2.758  -0.02
H 2.147 -4.468 4.605  0.12
H 2.374 -5.930 2.638  0.12
H 0.686 -5.636 0.725  0.10
H -1.119 -3.912 0.971  0.10
H -1.147 -2.431 2.908  0.09
F -0.079 -2.497 -1.374  0.08
C 0.070 -1.295 -0.859  -0.30
C -0.915 -0.947 0.086  -0.01
C -0.785 0.235 0.765  -0.09
C 0.346 1.042 0.571  -0.08
C 1.260 0.753 -0.458  -0.06
C 1.121 -0.464 -1.148  -0.05
H -1.747 -1.603 0.226  0.10
H -1.502 0.550 1.582  0.11
H 0.426 1.912 1.197  0.09
H 2.094 1.422 -0.604  0.09
H 1.905 -0.833 -1.807  0.08
F -3.146 -2.611 3.918  0.00
C -3.821 -2.435 2.707  -0.30
C -4.162 -1.148 2.392  0.00
C -4.849 -0.920 1.149  -0.05
C -5.217 -2.042 0.413  -0.08
C -4.896 -3.347 0.869  -0.06
C -4.131 -3.522 2.007  -0.05
H -3.873 -0.284 3.024  0.10
H -5.197 0.065 0.862  0.10
H -5.783 -1.885 -0.475  0.09
H -5.133 -4.243 0.292  0.11
H -3.876 -4.463 2.489  0.13
F -4.259 1.222 -2.024  0.03
C -3.481 2.309 -2.356  -0.24
C -3.814 3.040 -3.479  -0.02
C -2.969 4.109 -3.802  -0.07
C -1.963 4.462 -2.871  -0.09
C -1.619 3.655 -1.809  -0.11
C -2.392 2.580 -1.517  -0.03
H -4.628 2.831 -4.123  0.11
H -3.190 4.771 -4.620  0.10
H -1.351 5.304 -3.153  0.10
H -0.732 3.886 -1.208  0.12
H -2.260 2.037 -0.603  0.09
C -1.027 1.744 -6.313  -0.02
C -0.072 1.058 -5.428  -0.52
C -0.498 0.974 -4.051  -0.01
O 0.990 0.575 -5.789  0.06
H -0.813 2.789 -6.238  0.08
H -2.078 1.639 -5.976  0.09
H -0.851 1.530 -7.371  0.09
H -0.588 1.979 -3.643  0.08
H 0.152 0.441 -3.372  0.07
H -1.485 0.537 -4.009  0.10
C -1.759 -0.092 5.389  0.01
C -1.018 0.890 4.524  -0.44
C 0.458 0.711 4.306  0.00
O -1.555 1.946 4.199  0.01
H -1.243 -1.035 5.538  0.07
H -2.696 -0.336 4.901  0.06
H -1.972 0.466 6.274  0.09
H 0.932 1.664 4.089  0.06
H 0.605 -0.005 3.478  0.07
H 0.905 0.232 5.152  0.08
C -2.578 4.089 2.198  -0.02
C -3.609 2.963 2.534  -0.46
C -4.440 3.156 3.823  -0.01
O -3.617 1.935 1.892  0.03
H -2.754 4.252 1.106  0.09
H -1.591 3.631 2.363  0.05
H -2.699 5.016 2.763  0.07
H -3.710 2.922 4.646  0.09
H -5.245 2.393 3.802  0.09
H -4.829 4.128 4.002  0.06
C 3.426 -2.647 1.017  0.00
C 3.436 -1.323 1.755  -0.48
C 4.449 -0.278 1.277  -0.02
O 2.771 -1.093 2.733  0.07
H 2.857 -3.450 1.572  0.07
H 4.437 -3.017 0.817  0.09
H 2.953 -2.544 0.052  0.06
H 4.578 -0.317 0.191  0.06
H 5.459 -0.538 1.753  0.11
H 4.187 0.730 1.611  0.08
Cl 0.901 5.293 1.769  0.50
C 0.324 5.721 3.450  -0.64
C 0.394 4.647 4.499  -0.66
Cl 2.084 4.397 4.985  0.57
H -0.676 6.082 3.348  0.04
H 0.946 6.510 3.816  0.05
H -0.139 3.729 4.201  0.04
H -0.132 5.127 5.358  0.09
Cl 4.178 0.790 -3.037  0.59
C 4.256 1.283 -4.730  -0.69
C 4.254 0.057 -5.587  -0.67
Cl 4.367 0.637 -7.280  0.55
H 5.168 1.857 -4.869  0.07
H 3.408 1.940 -4.849  0.06
H 3.291 -0.470 -5.483  0.06
H 5.064 -0.691 -5.420  0.08

=====

The following is a DFT calculation (ωB97M-V/def2-TZVPD) of a structure of composition C46H57FeN4O2S2SbSi4Te at a distorted geometry.

* HOMO (alpha / beta): -9.66 / -9.66 eV
* charge: +1
* <S²>: 0.767
* HOMO-LUMO gap (alpha / beta): 0.249 / 0.184 Eh
* spin multiplicity: 2
* relative energy (zero: lowest compared OMol25 entry of this formula, charge and spin): 17.17 kcal per mole
* LUMO energy (alpha / beta): -2.9 / -4.7 eV

Each line ends with the Löwdin spin population.
Atoms and positions in Å:
Fe -1.062 -0.807 -0.502  0.18
O -6.000 -5.219 0.827  0.00
C -6.067 -4.030 1.152  0.00
O -6.822 -3.407 1.898  0.00
C -4.960 -3.167 0.531  0.00
C -4.017 -3.737 -0.316  0.00
C -2.930 -2.984 -0.709  0.00
N -2.793 -1.710 -0.337  0.00
C -3.741 -1.115 0.398  0.00
C -4.827 -1.824 0.874  0.00
C -3.428 0.303 0.670  0.00
C -4.368 1.209 1.132  0.00
C -3.965 2.504 1.408  0.00
C -2.637 2.850 1.213  0.00
C -1.766 1.898 0.713  0.00
N -2.145 0.650 0.436  0.00
C -1.743 -3.475 -1.438  0.00
C -1.709 -4.670 -2.141  0.00
C -0.517 -5.070 -2.717  0.00
C 0.609 -4.269 -2.573  0.00
C 0.492 -3.082 -1.876  0.00
N -0.658 -2.684 -1.321  0.00
H -4.142 -4.783 -0.560  0.00
H -5.568 -1.398 1.537  0.00
H -5.392 0.896 1.270  0.00
H -4.678 3.231 1.769  0.00
H -2.273 3.843 1.435  0.00
H -0.727 2.134 0.533  0.00
H -2.602 -5.270 -2.229  0.00
H -0.465 -5.998 -3.267  0.00
H 1.560 -4.553 -2.995  0.00
H 1.337 -2.418 -1.744  0.00
S -2.127 -0.219 -2.605  0.01
C -1.229 0.001 -4.001  0.00
N -1.752 0.479 -5.122  0.00
C -0.996 0.337 -6.361  0.00
C 0.454 0.042 -5.960  0.00
S 0.409 -0.523 -4.227  0.03
H -2.726 0.743 -5.131  0.00
H -1.064 1.260 -6.938  0.00
H -1.415 -0.477 -6.956  0.00
H 1.085 0.924 -6.028  0.00
H 0.882 -0.749 -6.570  0.00
C 2.134 5.440 -2.720  0.00
Si 0.936 4.037 -2.385  0.01
C 0.343 3.352 -4.020  0.00
C -0.571 4.716 -1.515  0.00
Si 2.181 2.503 -1.117  0.06
Te 1.105 0.241 -0.739  0.58
Si 4.200 1.935 -2.193  0.01
C 4.812 0.297 -1.550  0.00
C 5.448 3.278 -1.854  0.00
C 3.912 1.810 -4.033  0.00
Si 2.632 3.373 1.028  0.03
C 3.622 4.951 0.874  0.01
C 3.609 2.073 1.949  0.01
C 1.070 3.772 1.965  0.00
H 1.607 6.263 -3.207  0.00
H 2.946 5.131 -3.379  0.00
H 2.580 5.825 -1.807  0.00
H 0.014 4.181 -4.649  0.00
H -0.501 2.675 -3.874  0.00
H 1.128 2.816 -4.549  0.00
H -1.087 5.393 -2.198  0.00
H -0.317 5.282 -0.622  0.00
H -1.270 3.928 -1.236  0.00
H 4.861 0.283 -0.461  0.00
H 5.812 0.091 -1.937  0.00
H 4.151 -0.513 -1.857  0.00
H 5.744 3.289 -0.805  0.00
H 5.075 4.269 -2.108  0.00
H 6.342 3.095 -2.452  0.00
H 3.272 0.957 -4.252  0.00
H 4.861 1.669 -4.555  0.00
H 3.444 2.707 -4.434  0.00
H 4.333 4.951 0.054  0.00
H 4.184 5.098 1.799  0.00
H 2.960 5.808 0.748  0.00
H 4.634 2.019 1.579  0.00
H 3.166 1.082 1.836  0.01
H 3.652 2.308 3.014  0.00
H 0.464 4.500 1.432  0.00
H 1.345 4.212 2.926  0.00
H 0.460 2.894 2.169  0.00
C 3.525 -3.998 3.533  0.00
C 3.070 -4.234 2.244  0.00
C 1.979 -3.531 1.758  0.00
C 1.336 -2.587 2.556  0.00
C 1.787 -2.359 3.852  0.00
C 2.884 -3.064 4.332  0.00
Sb -0.475 -1.761 1.830  0.02
C -1.731 -3.320 2.547  0.01
C -1.732 -4.524 1.845  0.00
C -2.523 -5.585 2.257  0.00
C -3.322 -5.455 3.381  0.00
C -3.276 -4.287 4.124  0.00
C -2.472 -3.227 3.722  0.00
C -0.828 -0.180 3.212  0.00
C 0.227 0.633 3.617  0.00
C 0.008 1.700 4.480  0.00
C -1.274 1.986 4.921  0.00
C -2.340 1.210 4.489  0.00
C -2.119 0.135 3.639  0.00
H 4.373 -4.546 3.916  0.00
H 3.562 -4.968 1.620  0.00
H 1.631 -3.729 0.750  0.00
H 1.285 -1.660 4.504  0.00
H 3.230 -2.887 5.341  0.00
H -1.114 -4.649 0.964  0.00
H -2.537 -6.504 1.688  0.00
H -3.975 -6.262 3.675  0.00
H -3.876 -4.193 5.017  0.00
H -2.437 -2.343 4.336  0.00
H 1.237 0.432 3.277  0.00
H 0.841 2.307 4.805  0.00
H -1.443 2.810 5.600  0.00
H -3.345 1.436 4.816  0.00
H -2.967 -0.453 3.313  0.00

=====

| no. | E (hartree) |
| --- | --- |
| 1 | -4428.040951 |
| 2 | -5882.852485 |